No. 1
C18H23ClN2O5S in the gas phase at a distorted geometry. Source: the OMol25 dataset; level of theory: wB97M-V/def2-TZVPD.

- energy relative to the best compared isomer or geometry (same formula, charge and spin) (eV) = 0.540
- LUMO (eV) = -0.23

Geometry as ORCA input:
```
! RIJCOSX wB97M-V def2-TZVPD def2/J DEFGRID3
* xyz 0 1
O 4.974 1.309 -0.584
C 3.771 1.384 -0.696
C 3.105 2.626 -1.310
O 1.692 2.597 -1.161
C 1.131 3.449 -0.291
O 1.726 4.320 0.288
C -0.316 3.160 -0.104
C -1.063 3.982 0.741
C -2.394 3.713 0.983
C -2.999 2.604 0.391
Cl -4.643 2.265 0.726
C -2.261 1.790 -0.457
S -2.856 0.301 -1.287
O -2.306 0.306 -2.608
O -4.273 0.150 -1.148
N -1.987 -0.825 -0.382
C -2.658 -1.154 0.867
C -3.490 -2.392 0.541
C -2.556 -3.173 -0.386
C -1.728 -2.081 -1.088
C -0.933 2.069 -0.706
N 2.903 0.431 -0.324
C 3.286 -0.805 0.322
C 2.841 -2.028 -0.509
C 1.979 -2.880 0.427
C 1.388 -1.864 1.400
C 2.579 -0.951 1.682
H 3.518 3.519 -0.831
H 3.331 2.654 -2.379
H -0.576 4.829 1.201
H -2.978 4.345 1.633
H -3.257 -0.305 1.193
H -1.897 -1.372 1.622
H -3.774 -2.954 1.428
H -4.387 -2.080 0.006
H -3.101 -3.787 -1.098
H -1.900 -3.818 0.200
H -2.005 -1.947 -2.134
H -0.658 -2.292 -1.040
H -0.405 1.424 -1.389
H 1.918 0.583 -0.481
H 4.371 -0.754 0.432
H 2.251 -1.686 -1.361
H 3.693 -2.583 -0.897
H 2.605 -3.586 0.974
H 1.220 -3.446 -0.112
H 0.996 -2.328 2.304
H 0.584 -1.302 0.920
H 2.289 0.018 2.086
H 3.251 -1.431 2.394
*
```

No. 2
C18H23EuN10S2 as an isolated structure at a distorted geometry. Source: the OMol25 dataset; level of theory: wB97M-V/def2-TZVPD.

- LUMO (spin up / spin down) (eV) = 2.31 / 2.30
- expectation value of S² = 15.7930

Geometry as ORCA input:
```
! RIJCOSX wB97M-V def2-TZVPD def2/J DEFGRID3
* xyz -1 8
Eu 0.574 0.692 0.706
C -0.308 -2.144 -1.229
C -1.168 -2.427 -0.009
N -0.629 -1.715 1.148
C -1.597 -1.434 2.205
C -2.558 -0.386 1.777
C -3.835 -0.302 2.316
C -4.654 0.746 1.943
C -4.197 1.662 1.012
C -2.918 1.505 0.508
C -2.392 2.478 -0.525
N -1.181 2.037 -1.191
C -1.374 1.270 -2.417
C -1.486 -0.222 -2.168
N -0.278 -0.711 -1.510
N -2.106 0.524 0.901
H -0.676 -2.721 -2.089
H 0.717 -2.460 -1.023
H -1.215 -3.511 0.155
H -2.192 -2.091 -0.181
H 0.142 -2.240 1.537
H -1.002 -0.938 3.000
H -2.117 -2.325 2.587
H -4.162 -1.052 3.026
H -5.649 0.842 2.362
H -4.822 2.480 0.672
H -2.176 3.424 -0.023
H -3.197 2.678 -1.246
H -0.642 2.863 -1.427
H -0.506 1.463 -3.054
H -2.262 1.609 -2.971
H -1.664 -0.740 -3.121
H -2.342 -0.421 -1.522
H 0.526 -0.515 -2.101
N 3.787 -2.093 2.797
C 2.507 -1.778 2.653
N 2.324 -1.227 1.472
C 3.587 -1.183 0.929
N 4.521 -1.720 1.705
C 3.788 -0.523 -0.335
C 5.004 -0.523 -0.997
N 5.253 0.125 -2.132
C 4.161 0.842 -2.600
C 2.959 0.863 -1.972
N 2.684 0.178 -0.819
H 4.246 -2.466 3.607
H 1.760 -1.886 3.425
H 5.824 -1.090 -0.560
H 4.308 1.423 -3.504
H 2.155 1.470 -2.383
S 1.255 4.535 -2.083
C 1.354 3.567 -0.765
N 1.337 2.836 0.146
S 0.532 0.731 3.367
*
```

No. 3
A 2-piece molecular cluster, C18H23F21NO2S2 overall at a distorted geometry. Source: the OMol25 dataset; level of theory: wB97M-V/def2-TZVPD.

- LUMO (eV) = -2.58

Geometry as ORCA input:
```
! RIJCOSX wB97M-V def2-TZVPD def2/J DEFGRID3
* xyz 1 1
C 6.606 2.229 -1.877
C 5.341 2.580 -1.087
C 4.529 1.335 -0.627
C 3.757 1.631 0.662
S 3.509 0.992 -2.093
C 2.054 2.082 -2.012
C 0.821 1.426 -1.420
C -0.474 2.051 -1.962
F -0.982 1.243 -2.913
F -0.221 3.271 -2.498
C -1.486 2.263 -0.817
F -0.881 3.102 0.052
F -1.637 1.080 -0.184
C -2.862 2.883 -1.242
F -2.857 4.170 -0.816
F -2.994 2.923 -2.583
C -4.103 2.234 -0.548
F -3.855 2.060 0.766
F -5.108 3.130 -0.653
S -4.737 0.632 -1.337
F -3.330 0.391 -2.010
F -5.234 1.439 -2.579
F -6.134 0.842 -0.638
F -4.271 -0.204 -0.072
F -5.246 -0.689 -1.992
N 2.912 -0.590 -2.052
C 2.741 -1.157 -0.690
C 3.703 -1.408 -2.951
C 3.444 -2.877 -2.882
O 4.480 -0.912 -3.734
H 6.438 2.390 -2.932
H 7.389 2.924 -1.608
H 6.948 1.216 -1.718
H 5.511 3.244 -0.255
H 4.696 3.137 -1.766
H 5.245 0.536 -0.503
H 3.624 0.718 1.226
H 2.791 2.089 0.507
H 4.355 2.271 1.291
H 2.376 2.897 -1.379
H 1.928 2.429 -3.026
H 0.833 1.566 -0.346
H 0.751 0.366 -1.617
H 2.210 -2.095 -0.751
H 2.123 -0.490 -0.110
H 3.696 -1.355 -0.218
H 2.375 -3.054 -2.951
H 3.942 -3.358 -3.705
H 3.755 -3.298 -1.935
C -4.380 -1.999 3.749
C -3.133 -1.220 4.230
C -2.037 -0.868 3.216
F -1.447 -1.951 2.683
F -1.065 -0.157 3.839
F -2.592 -1.842 5.295
F -3.596 -0.014 4.661
O -4.483 -3.404 3.992
C -4.027 -4.383 3.134
C -2.953 -5.268 3.781
F -1.887 -4.547 4.167
F -2.536 -6.181 2.874
F -3.629 -3.883 1.948
F -5.072 -5.193 2.876
H -5.185 -1.592 4.359
H -4.637 -1.751 2.720
H -2.443 -0.253 2.407
H -3.366 -5.782 4.651
*
```

No. 4
C18H23F3N2O3 in the gas phase at a distorted geometry. Source: the OMol25 dataset; level of theory: wB97M-V/def2-TZVPD.

- energy relative to the best compared isomer or geometry (same formula, charge and spin) (eV) = 0.000
- LUMO (eV) = 0.65

Geometry as ORCA input:
```
! RIJCOSX wB97M-V def2-TZVPD def2/J DEFGRID3
* xyz 0 1
C 5.979 0.056 -0.850
C 4.623 0.548 -0.444
C 4.052 1.639 -1.079
C 2.798 2.113 -0.732
C 2.092 1.480 0.278
O 0.850 1.864 0.720
C 0.013 2.579 -0.159
C -1.417 2.137 0.124
O -2.301 2.882 0.488
N -1.611 0.798 -0.046
N -0.570 -0.001 -0.349
C -0.797 -1.182 0.065
C 0.182 -2.292 -0.127
F -0.432 -3.409 -0.566
F 1.144 -2.009 -1.001
F 0.780 -2.632 1.028
C -2.105 -1.344 0.781
C -2.776 0.022 0.509
O -3.194 0.570 1.708
C -3.921 -0.062 -0.551
C -5.014 -0.990 -0.006
C -3.388 -0.594 -1.884
C -4.545 1.318 -0.787
C 2.660 0.390 0.930
C 3.911 -0.085 0.581
C 4.483 -1.274 1.288
H 6.665 0.078 -0.004
H 6.390 0.673 -1.645
H 5.923 -0.972 -1.204
H 4.598 2.138 -1.867
H 2.394 2.974 -1.242
H 0.083 3.660 0.016
H 0.250 2.351 -1.205
H -2.675 -2.196 0.423
H -1.947 -1.461 1.857
H -3.364 1.517 1.569
H -5.919 -0.873 -0.595
H -5.236 -0.734 1.028
H -4.722 -2.035 -0.050
H -4.208 -0.666 -2.594
H -2.946 -1.583 -1.784
H -2.639 0.076 -2.300
H -5.001 1.701 0.123
H -3.812 2.037 -1.137
H -5.323 1.234 -1.542
H 2.096 -0.083 1.720
H 3.788 -1.649 2.034
H 4.693 -2.073 0.577
H 5.420 -1.015 1.780
*
```

No. 5
C18H23IN2O5 in the gas phase at a distorted geometry. Source: the OMol25 dataset; level of theory: wB97M-V/def2-TZVPD.

- LUMO (eV) = -0.36

Geometry as ORCA input:
```
! RIJCOSX wB97M-V def2-TZVPD def2/J DEFGRID3
* xyz 0 1
C 0.012 3.678 1.668
C -0.160 3.339 0.085
O 1.073 2.787 -0.444
C 0.813 1.868 -1.556
C 1.328 0.428 -1.104
C 0.337 -0.808 -1.310
C -1.165 -0.632 -1.810
C -2.201 0.276 -1.009
C -2.665 0.038 0.462
C -3.659 0.909 1.245
N -4.282 2.023 0.629
C -3.921 2.253 -0.719
C -2.928 1.525 -1.638
C -1.701 -2.132 -1.446
O -2.629 -2.794 -1.961
N -0.893 -2.593 -0.296
C 0.467 -1.924 -0.129
C 0.393 -1.435 1.400
C 1.618 -1.874 2.336
C 2.754 -0.731 2.484
O 2.426 0.474 2.700
O 4.151 -1.002 2.436
C 1.453 -3.115 -0.560
C 2.908 -2.650 -1.027
O 3.747 -2.042 -0.342
I 3.438 -3.138 -3.118
H 0.642 4.610 1.853
H -1.048 3.813 2.078
H 0.478 2.750 2.174
H -0.353 4.327 -0.466
H -1.013 2.588 0.004
H -0.247 1.929 -1.961
H 1.505 2.238 -2.408
H 1.706 0.515 -0.015
H 2.281 0.200 -1.720
H 0.821 -1.363 -2.207
H -1.358 -0.429 -2.925
H -2.225 -0.870 1.012
H -3.915 0.668 2.333
H -4.465 3.140 -1.217
H -2.743 1.853 -2.726
H -0.891 -3.612 -0.140
H 0.325 -0.286 1.447
H -0.554 -1.896 1.870
H 1.185 -1.981 3.403
H 2.088 -2.881 2.092
H 4.520 -0.458 1.704
H 0.938 -3.671 -1.429
H 1.608 -3.913 0.264
*
```

No. 6
C18H23IrN4O3PS2Se as an isolated structure at a distorted geometry. Source: the OMol25 dataset; level of theory: wB97M-V/def2-TZVPD.

- energy relative to the best compared isomer or geometry (same formula, charge and spin) (eV) = 0.000
- LUMO (spin up / spin down) (eV) = -9.22 / -9.56
- expectation value of S² = 0.7650

Geometry as ORCA input:
```
! RIJCOSX wB97M-V def2-TZVPD def2/J DEFGRID3
* xyz 2 2
Ir -0.533 -0.486 2.076
S -0.153 -0.287 4.439
C 0.227 1.368 4.093
S -0.402 1.881 2.558
C 0.993 2.165 4.880
C 1.557 1.677 6.093
N 2.013 1.253 7.059
C 1.294 3.493 4.463
N 1.540 4.544 4.066
C 3.607 -0.546 3.048
C 3.221 -1.689 2.135
O 2.689 -1.175 0.870
P 1.185 -0.901 0.524
O 0.625 -2.110 -0.311
C 1.425 -2.850 -1.296
C 1.133 -4.325 -1.156
O 1.271 0.277 -0.525
C 2.005 1.508 -0.240
C 1.657 2.530 -1.295
H 4.234 -0.923 3.855
H 2.727 -0.069 3.486
H 4.175 0.201 2.493
H 2.485 -2.349 2.598
H 4.090 -2.279 1.855
H 2.481 -2.646 -1.129
H 1.148 -2.474 -2.279
H 1.471 -4.704 -0.192
H 1.662 -4.866 -1.941
H 0.067 -4.530 -1.256
H 3.070 1.278 -0.252
H 1.731 1.870 0.754
H 1.819 2.119 -2.290
H 2.302 3.400 -1.176
H 0.621 2.858 -1.208
C -2.212 -2.093 -2.235
N -2.655 -0.798 -1.746
C -2.780 -0.421 -0.472
Se -2.537 -1.494 1.056
N -3.243 0.838 -0.440
C -3.431 1.301 -1.730
C -3.909 2.507 -2.227
C -3.990 2.612 -3.600
C -3.604 1.558 -4.446
C -3.126 0.362 -3.953
C -3.049 0.249 -2.569
H -1.828 -2.683 -1.408
H -1.426 -1.951 -2.976
H -3.040 -2.620 -2.706
H -3.503 1.332 0.401
H -4.214 3.313 -1.574
H -4.362 3.527 -4.038
H -3.697 1.685 -5.516
H -2.835 -0.439 -4.619
*
```

No. 7
C18H23N3O4 as an isolated structure at a distorted geometry. Source: the OMol25 dataset; level of theory: wB97M-V/def2-TZVPD.

- energy relative to the best compared isomer or geometry (same formula, charge and spin) (eV) = 17.307
- LUMO (eV) = 0.65

Geometry as ORCA input:
```
! RIJCOSX wB97M-V def2-TZVPD def2/J DEFGRID3
* xyz 0 1
C 3.768 3.171 -0.330
C 3.531 1.706 -0.541
C 2.295 1.402 -1.029
C 1.881 -0.069 -1.123
C 2.784 -1.181 -0.878
C 3.950 -0.691 -0.220
C 4.215 0.615 -0.011
H 5.254 1.066 0.063
H 4.669 -1.333 -0.089
O 2.524 -2.381 -0.881
C 1.067 -2.510 -0.804
C 0.564 -2.918 0.524
H 1.384 -3.922 0.939
C 0.708 -1.694 1.554
O 1.602 -1.538 2.128
N -0.502 -1.050 1.575
H -1.117 -1.392 0.830
C -0.617 0.107 2.354
H -1.354 0.155 2.854
C -0.707 1.507 1.588
H -0.085 1.380 0.500
H -0.422 2.376 2.239
C -2.107 1.937 1.094
N -2.773 0.896 0.338
C -2.441 0.951 -1.395
O -1.458 1.421 -1.710
C -3.401 -0.366 -1.800
H -4.109 0.561 -2.391
C -4.110 -0.957 -0.502
H -3.436 -1.879 -0.365
H -5.064 -1.069 -0.823
C -3.882 0.023 0.433
H -4.702 0.730 0.712
H -3.678 -0.592 1.483
H -2.925 -0.913 -2.479
H -2.020 2.982 0.542
H -2.715 1.943 1.744
H 0.313 0.203 3.168
H -0.352 -3.398 0.598
C 0.024 -1.588 -1.339
O -0.911 -2.144 -1.566
N 0.437 -0.382 -1.323
H -0.178 0.220 -1.850
H 1.011 -3.784 -1.370
H 1.291 2.098 -1.380
H 4.823 3.319 -0.914
H 3.028 3.680 -0.823
H 3.944 3.300 0.674
*
```

No. 8
C18H23N3O4S in the gas phase at a distorted geometry. Source: the OMol25 dataset; level of theory: wB97M-V/def2-TZVPD.

- energy relative to the best compared isomer or geometry (same formula, charge and spin) (eV) = 2.566
- LUMO (eV) = 0.41

Geometry as ORCA input:
```
! RIJCOSX wB97M-V def2-TZVPD def2/J DEFGRID3
* xyz 0 1
C 6.693 1.550 0.497
O 6.124 0.354 0.019
C 4.808 0.126 0.240
C 3.947 0.985 0.908
C 2.614 0.657 1.083
C 2.128 -0.544 0.584
C 0.744 -0.886 0.768
N -0.163 -0.194 1.387
N -1.318 -0.883 1.316
C -1.066 -1.973 0.649
S -2.150 -3.242 0.228
C -3.668 -2.666 1.064
C -4.422 -1.614 0.240
O -5.377 -1.912 -0.446
N -3.939 -0.376 0.394
C -4.453 0.761 -0.344
C -3.761 0.893 -1.708
C -2.295 1.286 -1.557
C -2.170 2.588 -0.772
C -2.807 2.438 0.606
C -4.276 2.036 0.480
O 0.223 -2.048 0.270
C 2.982 -1.421 -0.094
C 4.313 -1.101 -0.271
O 5.226 -1.875 -0.909
C 4.803 -3.108 -1.439
H 7.741 1.510 0.207
H 6.225 2.428 0.041
H 6.621 1.622 1.587
H 4.309 1.921 1.301
H 1.944 1.321 1.603
H -4.288 -3.557 1.154
H -3.381 -2.289 2.043
H -3.079 -0.247 0.919
H -5.518 0.562 -0.510
H -3.850 -0.055 -2.241
H -4.284 1.656 -2.288
H -1.751 0.497 -1.035
H -1.844 1.400 -2.546
H -1.117 2.856 -0.665
H -2.668 3.390 -1.322
H -2.252 1.691 1.176
H -2.738 3.381 1.150
H -4.710 1.889 1.471
H -4.826 2.840 -0.013
H 2.578 -2.347 -0.471
H 4.429 -3.776 -0.656
H 4.031 -2.975 -2.203
H 5.688 -3.549 -1.895
*
```

No. 9
C18H23N4OPdS as an isolated structure at a distorted geometry. Source: the OMol25 dataset; level of theory: wB97M-V/def2-TZVPD.

- energy relative to the best compared isomer or geometry (same formula, charge and spin) (eV) = 2.472
- LUMO (spin up / spin down) (eV) = -4.21 / -4.31

Geometry as ORCA input:
```
! RIJCOSX wB97M-V def2-TZVPD def2/J DEFGRID3
* xyz 1 1
Pd -0.226 0.441 1.008
C -2.474 -2.014 -2.055
C -2.399 -1.099 -0.862
O -1.534 -1.254 0.002
N -3.347 -0.157 -0.804
C -3.458 0.842 0.246
C -2.862 2.152 -0.212
C -3.628 3.100 -0.877
C -3.017 4.257 -1.336
C -1.657 4.418 -1.130
C -0.967 3.413 -0.470
N -1.550 2.306 -0.016
H -1.614 -2.678 -2.054
H -2.481 -1.442 -2.978
H -3.382 -2.611 -2.019
H -3.977 -0.062 -1.585
H -2.917 0.471 1.129
H -4.514 0.960 0.496
H -4.683 2.935 -1.034
H -3.589 5.011 -1.855
H -1.140 5.302 -1.471
H 0.102 3.481 -0.318
C 1.646 -2.132 2.159
N 1.845 -2.896 0.915
C 3.196 -3.475 0.862
C 1.530 -2.073 -0.301
C 2.291 -0.768 -0.354
C 3.535 -0.720 -0.977
C 4.232 0.471 -1.060
C 3.698 1.619 -0.499
C 2.461 1.574 0.129
C 1.724 0.395 0.189
H 1.803 -2.771 3.025
H 0.628 -1.716 2.190
H 2.351 -1.300 2.191
H 1.170 -3.666 0.920
H 3.930 -2.673 0.920
H 3.340 -4.023 -0.068
H 3.348 -4.157 1.697
H 0.455 -1.857 -0.269
H 1.757 -2.680 -1.180
H 3.950 -1.618 -1.415
H 5.190 0.498 -1.558
H 4.238 2.551 -0.557
H 2.083 2.483 0.586
S -2.981 0.749 4.128
C -1.578 0.385 3.468
N -0.528 0.030 3.055
*
```